Entry 1:
An isolated molecule of C3H8N2O. Source: OMol25; level of theory: ωB97M-V with the def2-TZVPD basis set.

The geometry in XYZ format:
```
14
Properties=species:S:1:pos:R:3:nbo_charge:R:1
C 1.649 -0.471 0.550 -0.44
C -0.686 1.411 -0.071 -0.44
C -1.459 -0.866 -0.157 0.53
H 1.225 -1.379 1.119 0.19
H 1.345 0.513 1.077 0.20
H 2.726 -0.530 0.295 0.22
H 0.841 -1.272 -1.195 0.35
H -0.532 2.042 -0.943 0.21
H -1.731 1.660 0.123 0.25
H -0.057 1.714 0.885 0.19
H -1.237 -1.929 -0.788 0.08
N 0.888 -0.305 -0.731 -0.43
N -0.423 -0.002 -0.487 -0.31
O -2.551 -0.588 0.323 -0.60
```

Output
Calculated total energy   -303.7740 Eh
Charge   0

=====

Entry 2:
An isolated molecule of C13H12N2O3S. Source: OMol25; level of theory: ωB97M-V with the def2-TZVPD basis set.

The geometry in XYZ format:
```
31
Properties=species:S:1:pos:R:3:nbo_charge:R:1
N 3.750 2.160 -0.398 -0.81
C 2.637 1.393 -0.410 0.67
O 1.740 1.571 0.407 -0.66
C 2.571 0.354 -1.443 -0.28
C 1.472 -0.479 -1.532 0.06
N 0.380 -0.431 -0.711 -0.62
C -0.659 -1.279 -0.858 0.66
O -0.691 -2.133 -1.723 -0.60
C -1.789 -1.081 0.143 -0.15
O -1.465 -0.027 1.011 -0.52
C -2.349 0.326 1.994 0.39
C -3.575 -0.283 2.220 -0.33
C -4.382 0.170 3.252 -0.19
C -3.981 1.219 4.056 -0.24
C -2.755 1.826 3.827 -0.19
C -1.942 1.386 2.804 -0.28
H -0.984 1.841 2.606 0.23
H -2.432 2.647 4.450 0.22
H -4.617 1.564 4.857 0.21
H -5.335 -0.309 3.423 0.21
H -3.913 -1.105 1.608 0.22
H -1.928 -2.027 0.686 0.21
H -2.709 -0.875 -0.422 0.21
H 0.417 0.295 0.017 0.48
S 1.590 -1.628 -2.809 0.52
C 3.139 -0.988 -3.238 -0.44
C 3.529 0.039 -2.447 -0.22
H 4.466 0.551 -2.577 0.21
H 3.674 -1.416 -4.061 0.24
H 4.498 2.036 -1.053 0.39
H 3.823 2.881 0.300 0.41
```

Output
Calculated total energy   -1236.0490 Eh
Charge   0

=====

Entry 3:
A cluster of 2 separate species, C3H13N2O in total. Source: OMol25; level of theory: ωB97M-V with the def2-TZVPD basis set.

The geometry in XYZ format:
```
19
Properties=species:S:1:pos:R:3:nbo_charge:R:1
C -0.319 -0.142 1.586 -0.23
C -1.433 -0.375 0.623 -0.44
C -1.026 -1.365 -0.527 -0.22
N 0.038 -0.810 -1.383 -0.86
N 0.920 0.409 0.950 -0.72
H -0.028 -1.122 2.032 0.21
H -0.592 0.452 2.456 0.24
H -1.650 0.615 0.218 0.21
H -2.376 -0.791 0.976 0.26
H -0.582 -2.180 0.054 0.19
H -1.899 -1.750 -1.041 0.22
H -0.351 -0.419 -2.234 0.39
H 0.634 -1.576 -1.679 0.39
H 1.807 0.166 1.386 0.43
H 0.897 0.006 -0.041 0.48
H 0.936 1.429 0.890 0.45
H 2.441 2.540 -1.403 0.49
H 1.017 2.533 -1.820 0.49
O 1.567 2.380 -1.044 -0.97
```

Output
Calculated total energy   -306.6205 Eh
Charge   +1

=====

Entry 4:
A structure of composition C24H43IP2V. Source: OMol25; level of theory: ωB97M-V with the def2-TZVPD basis set.

The geometry in XYZ format:
```
71
Properties=species:S:1:pos:R:3:mulliken_charge:R:1
V -0.766 1.396 0.601 -0.68
C -0.230 0.766 2.590 1.36
C 0.885 1.345 1.884 0.88
C -0.772 2.971 2.165 0.83
C -1.239 1.762 2.733 0.36
C 0.532 2.721 1.614 0.74
C -0.219 -0.463 3.419 -0.88
H 0.502 -1.206 3.059 -0.10
H -1.231 -0.887 3.350 0.12
H 0.013 -0.200 4.471 0.32
C -2.374 1.643 3.685 -1.85
H -2.754 0.618 3.717 0.25
H -3.183 2.282 3.342 0.49
H -2.125 1.952 4.717 0.29
C -1.368 4.298 2.524 -1.84
H -0.824 4.846 3.319 0.33
H -2.393 4.162 2.903 0.41
H -1.414 4.966 1.658 0.40
C 1.467 3.809 1.216 -1.57
H 2.101 4.134 2.063 0.35
H 0.883 4.684 0.876 0.42
H 2.145 3.461 0.424 0.35
C 2.260 0.758 1.796 -1.72
H 3.020 1.372 2.308 0.39
H 2.614 0.605 0.767 0.23
H 2.296 -0.233 2.266 0.39
C 0.171 -3.500 1.339 -0.66
C 1.396 -3.392 1.900 -0.77
C 2.638 -3.744 1.185 -0.66
C 2.460 -3.676 -0.334 -1.13
C 2.274 -2.356 -0.993 -0.90
C 1.405 -1.359 -0.821 0.87
C 0.252 -1.349 0.131 3.25
C -0.446 -2.723 0.231 -0.58
H 2.831 -4.794 1.425 0.37
H 1.616 -4.329 -0.575 0.29
H 3.486 -3.163 1.550 0.37
H -0.434 -3.235 -0.736 0.29
H -0.551 -4.185 1.783 0.41
H 1.505 -3.335 2.993 0.63
H -1.512 -2.556 0.495 -0.01
H 0.679 -1.213 1.121 -0.88
H 1.710 -0.380 -1.233 -0.65
H -0.485 -0.497 -0.081 -1.01
H 3.344 -4.168 -0.757 0.55
H 3.060 -2.200 -1.751 0.37
P -1.061 -1.635 -2.543 0.79
P -0.562 1.908 -1.755 1.27
C -0.627 -0.265 -3.692 -1.21
C -1.225 1.083 -3.315 -0.98
H -1.057 -0.554 -4.660 0.54
H 0.465 -0.215 -3.817 0.45
H -1.045 1.799 -4.129 0.60
H -2.308 1.038 -3.119 0.25
C -1.402 3.534 -1.990 -1.27
H -0.980 4.284 -1.303 0.36
H -2.480 3.403 -1.800 0.44
H -1.254 3.871 -3.029 0.45
C 1.149 2.229 -2.277 -1.37
H 1.166 2.611 -3.305 0.44
H 1.714 1.292 -2.227 0.24
H 1.607 2.975 -1.621 0.41
C -2.700 -2.054 -3.269 -1.38
H -3.147 -2.871 -2.684 0.37
H -2.599 -2.368 -4.322 0.42
H -3.333 -1.158 -3.197 0.38
C -0.123 -2.958 -3.461 -1.41
H 0.943 -2.696 -3.518 0.28
H -0.536 -3.089 -4.473 0.50
H -0.215 -3.928 -2.949 0.41
I -3.615 -1.646 2.115 -0.42
```

Output
2S+1   3
Calculated total energy   -2864.2740 Eh
Charge   +1

=====

Entry 5:
A structure of composition C18H28N6OSSbSr. Source: OMol25; level of theory: ωB97M-V with the def2-TZVPD basis set.

The geometry in XYZ format:
```
56
Properties=species:S:1:pos:R:3:nbo_charge:R:1
Sr -0.550 0.906 1.006 1.78
C -4.903 -0.051 0.304 -0.65
C -4.167 0.000 1.596 0.32
N -4.760 -0.014 2.750 -0.27
N -3.723 0.025 3.621 -0.37
C -2.540 0.063 2.999 0.20
S -1.006 0.205 3.775 -0.48
N -2.794 0.048 1.668 -0.74
N -1.271 -0.864 -1.416 -0.50
H -5.974 -0.029 0.489 0.25
H -4.668 -0.971 -0.235 0.22
H -4.641 0.799 -0.330 0.22
H -3.879 0.011 4.615 0.43
H -2.287 -0.902 -1.332 0.36
H -0.996 -1.308 -2.289 0.36
O -0.892 0.501 -1.503 -0.45
C -1.375 1.260 -2.561 0.37
C -2.257 0.741 -3.490 -0.30
C -2.716 1.536 -4.530 -0.16
C -2.291 2.848 -4.635 -0.22
C -1.410 3.354 -3.696 -0.14
C -0.924 2.588 -2.637 -0.18
C 0.022 3.187 -1.676 0.36
N 0.604 2.619 -0.628 -0.60
C 1.421 3.581 -0.076 -0.11
C 1.332 4.734 -0.781 -0.06
N 0.448 4.468 -1.793 -0.49
H -2.599 -0.280 -3.416 0.23
H -3.406 1.122 -5.252 0.24
H -2.640 3.477 -5.441 0.24
H -1.098 4.383 -3.812 0.20
H 2.039 3.373 0.783 0.22
H 1.811 5.690 -0.669 0.24
H 0.179 5.126 -2.503 0.43
C 3.355 -3.704 2.928 -0.62
C 2.029 -2.961 3.030 -0.72
Sb 1.353 -1.982 1.238 0.92
C 2.684 -2.856 -0.200 -0.73
C 2.176 -4.218 -0.668 -0.62
C 2.434 -0.099 1.448 -0.77
C 3.882 -0.220 1.912 -0.62
H 3.597 -4.177 3.881 0.22
H 4.180 -3.036 2.676 0.21
H 3.328 -4.492 2.175 0.21
H 2.067 -2.184 3.797 0.23
H 1.223 -3.634 3.320 0.23
H 3.678 -2.936 0.240 0.22
H 2.754 -2.159 -1.038 0.22
H 2.096 -4.926 0.159 0.21
H 2.847 -4.659 -1.407 0.22
H 1.187 -4.141 -1.123 0.20
H 1.883 0.528 2.163 0.19
H 2.389 0.388 0.465 0.21
H 3.937 -0.673 2.902 0.22
H 4.372 0.754 1.970 0.21
H 4.462 -0.839 1.227 0.21
```

Output
Calculated total energy   -1775.4606 Eh
Charge   +1